No. 1
{
  "formula": "C2H5NO",
  "method": "ωB97M-V with the def2-TZVPD basis set",
  "species": ["C", "C", "N", "O", "H", "H", "H", "H", "H"],
  "xyz": [[-0.00539, -0.24254, 0.11791], [0.02323, 1.14811, -0.07525], [0.49933, -1.21380, -0.88196], [1.06022, -0.80832, -1.90661], [0.69461, -0.56211, 0.87014], [-1.00169, -0.68198, 0.42107], [0.33066, 1.80162, 0.64003], [-0.25155, 1.61490, -0.98436], [-0.03186, -2.00255, -0.89893]],
  "e_homo_ev": [-8.25, -8.66],
  "molar_mass_g_mol": 59.07,
  "spin_multiplicity": 1,
  "lumo_energy_ev": [-0.04, 0.95],
  "homo_lumo_gap_ev": [8.21, 9.61],
  "e_above_lowest_ev": 5.589
}

***

No. 2
{
  "formula": "C53H51As2IrN3O5S2Si",
  "method": "ωB97M-V with the def2-TZVPD basis set",
  "species": ["Ir", "S", "C", "C", "C", "C", "C", "C", "N", "C", "C", "C", "C", "C", "C", "C", "C", "N", "C", "C", "C", "C", "C", "S", "C", "H", "H", "H", "H", "H", "H", "H", "H", "H", "H", "H", "H", "C", "Si", "C", "C", "N", "C", "C", "C", "C", "C", "C", "O", "C", "C", "C", "C", "C", "C", "H", "H", "H", "H", "H", "H", "H", "H", "H", "H", "H", "H", "H", "H", "H", "H", "H", "H", "C", "As", "C", "C", "C", "C", "C", "C", "C", "As", "C", "C", "H", "H", "H", "H", "H", "H", "H", "H", "H", "H", "H", "H", "H", "H", "H", "H", "O", "C", "O", "C", "C", "C", "C", "O", "C", "O", "C", "C", "H", "H", "H", "H", "H"],
  "xyz": [[0.56734, -0.37963, 0.44397], [-4.04636, -2.95311, -4.30490], [-3.31089, -3.05891, -5.82997], [-2.10950, -2.40060, -5.88374], [-1.78403, -1.79781, -4.66018], [-2.74241, -2.00102, -3.67712], [-2.72643, -1.54422, -2.32979], [-1.60639, -0.61901, -1.90319], [-1.31550, -0.64707, -0.48859], [-2.24302, -1.06791, 0.33223], [-3.54397, -1.50694, -0.06880], [-4.49761, -1.83904, 0.94457], [-4.16358, -1.85751, 2.25366], [-2.81031, -1.58199, 2.67705], [-2.39104, -1.68208, 4.00405], [-1.06884, -1.43674, 4.33744], [-0.19119, -1.11026, 3.29238], [-0.56419, -1.01000, 2.02457], [-1.86926, -1.21650, 1.71362], [-0.56840, -1.51329, 5.70672], [-1.27114, -1.80919, 6.84379], [-0.46886, -1.79578, 8.00990], [0.83024, -1.49035, 7.74170], [1.09071, -1.21523, 6.07925], [-3.73363, -1.78474, -1.42285], [-3.79483, -3.60705, -6.62303], [-1.49317, -2.35946, -6.76866], [-0.87778, -1.23260, -4.50264], [-0.67085, -0.84377, -2.41123], [-5.49741, -2.11393, 0.63376], [-4.89235, -2.12581, 3.00672], [-3.10919, -1.95948, 4.76453], [0.84731, -0.91454, 3.50664], [-2.32846, -2.03096, 6.85978], [-0.83914, -2.00507, 9.00181], [1.65149, -1.41384, 8.43583], [-4.64201, -2.28984, -1.72935], [0.71902, -4.25531, 1.95434], [0.59660, -3.85128, 0.11953], [1.43236, -5.27606, -0.76249], [-1.20848, -4.00165, -0.37476], [1.23321, -2.26003, -0.27489], [2.33538, -2.04144, -1.09694], [3.40097, -2.93096, -1.30274], [4.45773, -2.62920, -2.15001], [4.51705, -1.41681, -2.81790], [3.51211, -0.48250, -2.60089], [2.48041, -0.81246, -1.75141], [1.46700, 0.13143, -1.40536], [1.49428, 1.37718, -2.06741], [0.93725, 1.47089, -3.32814], [0.96852, 2.69220, -3.98502], [1.56309, 3.79238, -3.38244], [2.13998, 3.66887, -2.12710], [2.11518, 2.44900, -1.46454], [-0.06450, -4.96781, 2.22603], [0.63190, -3.40346, 2.62552], [1.67542, -4.73955, 2.16707], [0.78321, -6.13754, -0.57868], [2.41440, -5.54020, -0.37184], [1.50825, -5.14987, -1.84363], [-1.43203, -5.06021, -0.52722], [-1.42230, -3.49154, -1.31539], [-1.90357, -3.64563, 0.38647], [3.40632, -3.87588, -0.78467], [5.24875, -3.35628, -2.27796], [5.33837, -1.18341, -3.47995], [3.55011, 0.48752, -3.07705], [0.50342, 0.59918, -3.79746], [0.52477, 2.78340, -4.96724], [1.58620, 4.74344, -3.89673], [2.61808, 4.52145, -1.66289], [2.56717, 2.33444, -0.48922], [3.27884, -1.88753, 2.45412], [2.68493, -0.26079, 1.60075], [4.30288, 0.24901, 0.67381], [2.47690, 1.02312, 3.02942], [3.41357, 1.11576, 4.05490], [3.21619, 2.01036, 5.09540], [2.07975, 2.80756, 5.11627], [1.14916, 2.72298, 4.09074], [1.34034, 1.83261, 3.03766], [0.12081, 1.80795, 1.51071], [-1.62661, 1.98125, 2.32474], [0.44582, 3.60922, 0.87062], [4.27578, -1.72738, 2.86253], [3.31524, -2.66514, 1.69364], [2.60628, -2.19130, 3.25231], [5.07290, 0.41224, 1.42746], [4.16707, 1.15695, 0.09333], [4.59534, -0.56451, 0.01064], [4.29753, 0.48819, 4.05209], [3.94509, 2.08271, 5.89149], [1.92054, 3.50106, 5.93121], [0.27508, 3.36273, 4.11817], [-1.67849, 2.92237, 2.86923], [-1.82103, 1.16312, 3.01535], [-2.36258, 1.98703, 1.52376], [-0.03777, 4.28211, 1.57852], [0.02752, 3.74027, -0.12034], [1.51446, 3.80821, 0.87286], [-2.09339, 0.63348, -2.45274], [-1.92127, 1.86947, -1.94027], [-1.53497, 2.07780, -0.81352], [-2.25891, 2.92216, -2.91431], [-2.62348, 2.62083, -4.22159], [-2.89509, 3.62929, -5.14699], [-2.78367, 4.92443, -4.70080], [-2.98449, 6.06304, -5.39583], [-2.82843, 7.14467, -4.46649], [-2.37709, 6.57869, -3.23154], [-2.41951, 5.22913, -3.39151], [-2.15105, 4.25590, -2.47406], [-2.70215, 1.58721, -4.52741], [-3.18550, 3.40914, -6.16408], [-3.79255, 7.63140, -4.31647], [-2.07992, 7.83795, -4.84481], [-1.87514, 4.48829, -1.45590]],
  "e_homo_ev": [-11.88, -11.87],
  "s2": 0.810,
  "molar_mass_g_mol": 1244.29,
  "total_charge": 2,
  "spin_multiplicity": 2,
  "lumo_energy_ev": [-5.68, -7.13],
  "homo_lumo_gap_ev": [6.20, 4.75],
  "e_above_lowest_ev": 0.317
}

***

No. 3
{
  "formula": "C6H10O2",
  "method": "ωB97M-V with the def2-TZVPD basis set",
  "species": ["C", "C", "C", "C", "C", "C", "H", "H", "H", "H", "H", "H", "H", "H", "H", "H", "O", "O"],
  "xyz": [[-0.59785, -0.94115, -1.94105], [-0.54908, -0.60599, -0.35432], [-1.38540, 0.51262, 0.43122], [0.16298, 0.36036, 0.59336], [0.49917, -0.54584, 1.87320], [1.23102, 1.18318, 0.12449], [0.01291, -1.94481, -2.19509], [-1.70330, -1.09863, -1.95185], [-0.06690, -0.09594, -2.54579], [-0.89026, -1.33853, 0.24192], [-1.29080, 1.30905, -0.34927], [-2.22526, 0.21994, 1.14710], [-0.56474, -0.85738, 2.04730], [1.21153, -1.53387, 1.31017], [1.03435, -0.13116, 2.83692], [1.86966, 2.40407, -1.15940], [1.01730, 1.85462, -1.05345], [2.23466, 1.24945, 0.94453]],
  "e_homo_ev": -9.62,
  "molar_mass_g_mol": 114.14,
  "spin_multiplicity": 1,
  "lumo_energy_ev": 0.66,
  "homo_lumo_gap_ev": 10.28,
  "e_above_lowest_ev": 4.357
}

***

No. 4
{
  "formula": "C3H5BrN3O2",
  "method": "ωB97M-V with the def2-TZVPD basis set",
  "species": ["C", "C", "C", "N", "N", "N", "O", "O", "Br", "H", "H", "H", "H", "H"],
  "xyz": [[-1.58552, -0.86113, -0.41798], [-0.11623, 0.82159, -0.46398], [-0.55164, -1.05665, 0.72441], [-1.23929, 0.29501, -1.06868], [0.20911, 0.09681, 0.56191], [1.93080, 0.50354, 1.08927], [-2.53032, -1.57987, -0.70450], [0.40103, 1.88425, -0.93744], [2.82597, -0.05676, -0.33602], [-0.92831, -1.09102, 1.65403], [-0.02655, -1.95405, 0.50875], [-1.82344, 0.74525, -1.79807], [2.10942, -0.00410, 2.00199], [1.32497, 2.25715, -0.81369]],
  "e_homo_ev": -14.60,
  "molar_mass_g_mol": 195.00,
  "total_charge": 1,
  "spin_multiplicity": 1,
  "lumo_energy_ev": -5.69,
  "homo_lumo_gap_ev": 8.91,
  "e_above_lowest_ev": 1.695
}

***

No. 5
{
  "formula": "C8H12N4",
  "method": "ωB97M-V with the def2-TZVPD basis set",
  "species": ["N", "C", "C", "C", "N", "C", "H", "H", "H", "H", "H", "H", "N", "C", "C", "C", "N", "C", "H", "H", "H", "H", "H", "H"],
  "xyz": [[9.00096, -8.24952, -13.56007], [8.15801, -7.23610, -13.68047], [9.50412, -8.28692, -12.27457], [8.98135, -7.21468, -11.62942], [8.19160, -6.52215, -12.53453], [9.24086, -6.79066, -10.20685], [7.80742, -6.79371, -14.61293], [10.16257, -9.13823, -12.10187], [7.83696, -5.58113, -12.34683], [8.75063, -5.81944, -10.02519], [10.32316, -6.67760, -10.02671], [8.83988, -7.52671, -9.48986], [12.66307, -5.28286, -9.91953], [11.78232, -4.48543, -9.32048], [12.17738, -5.22132, -11.18766], [10.99286, -4.51459, -11.30648], [10.72292, -4.04547, -10.07338], [10.13031, -4.30407, -12.44609], [11.72027, -4.36540, -8.23889], [12.72284, -5.55388, -12.07082], [9.89065, -3.61284, -9.66511], [9.09803, -4.09919, -12.11588], [10.12088, -5.19280, -13.09929], [10.49030, -3.44117, -13.03126]],
  "e_homo_ev": -8.43,
  "molar_mass_g_mol": 164.21,
  "spin_multiplicity": 1,
  "lumo_energy_ev": 0.47,
  "homo_lumo_gap_ev": 8.90,
  "e_above_lowest_ev": 1.378
}

***

No. 6
{
  "formula": "C38H47BCsF6N15O4PSSb",
  "method": "ωB97M-V with the def2-TZVPD basis set",
  "species": ["Cs", "C", "C", "C", "C", "N", "N", "B", "N", "C", "C", "C", "C", "N", "N", "C", "C", "C", "C", "N", "N", "C", "C", "C", "C", "N", "H", "H", "H", "H", "H", "H", "H", "H", "H", "H", "H", "H", "H", "H", "H", "H", "H", "H", "H", "H", "C", "N", "C", "C", "N", "C", "P", "C", "N", "C", "C", "N", "C", "C", "N", "C", "C", "N", "C", "H", "H", "H", "H", "H", "H", "H", "H", "H", "H", "H", "H", "H", "H", "H", "C", "C", "C", "C", "C", "C", "C", "S", "O", "O", "N", "C", "C", "C", "O", "O", "H", "H", "H", "H", "H", "H", "H", "H", "H", "H", "H", "H", "F", "Sb", "F", "F", "F", "F", "F"],
  "xyz": [[-1.25584, 0.54524, 1.67926], [-2.10318, -2.87517, -2.31830], [-1.23692, -3.62979, -1.38812], [-1.41335, -4.89645, -0.83398], [-0.25628, -5.20615, -0.14601], [0.59002, -4.19012, -0.26615], [-0.02336, -3.23876, -0.97092], [2.09028, -3.80785, 0.15382], [2.15125, -3.57617, 1.59751], [2.95464, -3.97155, 2.61192], [2.46486, -3.42612, 3.76752], [1.32757, -2.68992, 3.37232], [0.40224, -1.88594, 4.20585], [1.14440, -2.78410, 2.07308], [2.01792, -2.46616, -0.67074], [2.79560, -1.40558, -0.86721], [2.03767, -0.42568, -1.47414], [0.73945, -0.90897, -1.60613], [-0.46302, -0.17799, -2.06174], [0.79151, -2.16480, -1.12055], [3.10281, -4.69774, -0.45928], [3.61967, -4.72252, -1.70075], [4.47137, -5.79259, -1.79675], [4.41358, -6.39883, -0.52906], [5.14586, -7.58633, -0.01088], [3.58596, -5.74145, 0.26650], [-1.55460, -2.59578, -3.21684], [-2.51770, -1.99950, -1.82750], [-2.92223, -3.53227, -2.60045], [-2.29826, -5.49251, -0.92998], [0.05371, -6.07072, 0.41038], [3.79587, -4.61694, 2.44316], [2.85992, -3.53445, 4.76034], [0.58102, -2.03074, 5.26977], [-0.63057, -2.15949, 3.99232], [0.54661, -0.82835, 3.98670], [3.80837, -1.42028, -0.51020], [2.33728, 0.57428, -1.71334], [-0.21137, 0.87897, -2.07689], [-1.30018, -0.31132, -1.38516], [-0.77553, -0.47113, -3.06578], [3.35441, -3.97906, -2.43205], [5.05680, -6.09634, -2.64173], [5.17695, -8.39051, -0.74640], [4.64947, -7.95635, 0.88185], [6.17505, -7.33983, 0.24623], [-4.33783, 5.31467, -2.35300], [-3.33411, 4.41635, -1.84383], [-2.01175, 4.45847, -2.17214], [-1.41995, 3.43281, -1.48717], [-2.33885, 2.76271, -0.75792], [-3.48820, 3.38055, -0.98148], [-5.12796, 2.97023, -0.31404], [-5.35147, 1.31274, -0.99543], [-4.40331, 0.50225, -1.43181], [-5.05298, -0.62696, -1.82255], [-6.39218, -0.50065, -1.61667], [-6.57472, 0.74737, -1.09939], [-7.84224, 1.30137, -0.71196], [-4.78627, 2.68083, 1.43401], [-3.74709, 2.04711, 1.90321], [-3.80371, 2.13622, 3.25823], [-4.92817, 2.82734, 3.61209], [-5.55099, 3.17990, 2.44428], [-6.80273, 3.88987, 2.36197], [-3.97886, 6.34018, -2.26233], [-5.24438, 5.19627, -1.76497], [-4.55052, 5.08075, -3.39660], [-1.62787, 5.20359, -2.84331], [-0.37682, 3.17055, -1.46123], [-4.53077, -1.48266, -2.19724], [-7.22369, -1.16371, -1.76317], [-8.33180, 0.62283, -0.01099], [-8.47032, 1.46558, -1.58828], [-7.67576, 2.26134, -0.22155], [-3.05176, 1.69666, 3.88854], [-5.35694, 3.10096, 4.55836], [-7.06663, 4.20725, 3.36930], [-7.58907, 3.23572, 1.98293], [-6.70171, 4.76549, 1.71922], [5.44192, 5.72989, -3.67119], [5.53641, 4.64576, -2.65324], [4.41162, 3.92080, -2.27563], [4.49251, 2.92214, -1.32180], [5.71105, 2.64779, -0.71525], [6.83744, 3.35198, -1.07648], [6.74638, 4.34104, -2.04479], [5.79111, 1.34838, 0.47203], [7.17110, 1.04034, 0.70090], [4.88581, 0.33940, -0.03738], [5.23439, 1.95272, 1.87995], [3.81946, 2.17488, 2.10116], [3.04024, 0.93700, 2.52028], [1.55658, 1.11309, 2.16033], [1.28903, 0.86598, 0.94757], [0.77450, 1.47345, 3.05696], [4.65361, 5.53292, -4.39694], [6.37530, 5.83788, -4.22143], [5.22029, 6.69112, -3.20770], [3.45766, 4.12848, -2.74160], [3.61631, 2.35036, -1.05477], [7.79708, 3.13576, -0.62940], [7.64346, 4.87293, -2.32796], [5.76879, 1.57573, 2.65159], [3.40456, 2.60231, 1.18581], [3.74290, 2.96791, 2.85289], [3.16244, 0.76478, 3.59296], [3.41737, 0.07788, 1.97218], [-2.75574, -1.06326, 0.32463], [-3.93243, -1.98127, 1.51040], [-2.50216, -3.20803, 1.72187], [-4.56895, -2.90577, -0.02041], [-3.26872, -1.00941, 2.99429], [-5.20231, -0.59478, 1.28366], [-4.97733, -3.02042, 2.67990]],
  "e_homo_ev": -7.93,
  "molar_mass_g_mol": 1220.40,
  "spin_multiplicity": 1,
  "lumo_energy_ev": -0.18,
  "homo_lumo_gap_ev": 7.75,
  "e_above_lowest_ev": 0.746
}

***

Which formula does entry 6 have? C38H47BCsF6N15O4PSSb